Molecular formula: C23H42Cl3GdN2O4Si
Method: DFT, the ωB97M-V functional and the def2-TZVPD basis

Geometry as XYZ:
```
76
Properties=species:S:1:pos:R:3
C 1.02 4.03 -1.97
C 0.27 3.94 -0.66
H 0.90 5.02 -2.42
H 0.60 3.27 -2.65
H 2.09 3.82 -1.82
C -0.54 4.92 -0.20
C -1.04 6.02 -1.06
H -0.91 4.90 0.83
H -1.43 5.64 -2.03
H -0.30 6.82 -1.28
H -1.89 6.46 -0.53
Gd -0.17 -2.16 0.04
Cl 2.09 -0.90 0.45
Cl -0.57 -4.04 -1.69
H 0.33 -7.23 1.40
H 3.21 -7.12 0.55
C 0.34 -6.45 0.63
C 2.77 -6.32 -0.04
N 1.61 -5.73 0.62
H -0.49 -5.76 0.79
C 1.68 -4.49 1.11
O 0.66 -3.81 1.42
H 3.52 -5.54 -0.20
H 2.69 -4.05 1.21
H 0.22 -6.95 -0.33
H 2.47 -6.74 -1.00
H -2.05 1.72 -2.41
H -3.38 3.05 -0.03
C -2.99 1.19 -2.22
C -3.99 2.15 -0.17
N -3.24 1.07 -0.79
H -2.96 0.21 -2.70
C -2.74 0.11 -0.01
O -2.16 -0.93 -0.40
H -4.34 1.81 0.81
H -2.89 0.29 1.07
H -3.81 1.79 -2.63
H -4.84 2.43 -0.80
O -0.33 2.16 -0.86
C 0.48 2.64 0.09
C -1.23 2.45 2.00
C 0.09 2.53 1.54
H -2.05 2.26 1.29
C -1.50 2.56 3.37
H 1.52 2.30 -0.02
C 1.14 2.56 2.46
H -2.55 2.57 3.73
C -0.44 2.68 4.28
C 0.89 2.65 3.83
H 2.16 2.52 2.08
H -0.64 2.77 5.36
H 1.72 2.71 4.54
Si 1.42 -0.97 -3.63
Cl 0.07 -0.38 -2.00
C 0.28 -1.84 -4.84
C 2.64 -2.16 -2.90
C 2.27 0.55 -4.29
H -0.66 -2.14 -4.37
H 0.77 -2.75 -5.21
H 0.03 -1.21 -5.71
H 1.60 1.21 -4.86
H 3.10 0.25 -4.95
H 2.69 1.14 -3.45
H 3.18 -1.67 -2.09
H 3.36 -2.46 -3.68
H 2.10 -3.03 -2.50
C -1.29 -1.02 4.58
C -0.41 -1.30 3.40
C 1.06 -1.41 3.70
O -0.89 -1.45 2.25
H -0.68 -0.82 5.46
H -1.95 -1.88 4.79
H -1.92 -0.14 4.38
H 1.35 -2.48 3.77
H 1.64 -0.92 2.89
H 1.28 -0.92 4.66
```

Properties
2S+1: 8
Calculated total energy: -3747.9120 hartree
ΔE to the lowest compared entry with this formula, charge and spin: 3.748 eV
Highest occupied orbital energy (alpha / beta): -4.879 / -4.879 eV
Charge: 0
LUMO energy (alpha / beta): -1.865 / 0.048 eV

The computed Mulliken charges, all in e, follow: atom 1 (C): -1.44, atom 2 (C): 0.43, atom 3 (H): 0.41, atom 4 (H): 0.14, atom 5 (H): 0.24, atom 6 (C): 0.09, atom 7 (C): -1.68, atom 8 (H): 0.36, atom 9 (H): 0.32, atom 10 (H): 0.34, atom 11 (H): 0.41, atom 12 (Gd): 1.01, atom 13 (Cl): -0.57, atom 14 (Cl): -0.53, atom 15 (H): 0.32, atom 16 (H): 0.33, atom 17 (C): -0.93, atom 18 (C): -0.91, atom 19 (N): 0.25, atom 20 (H): 0.30, atom 21 (C): -0.01, atom 22 (O): -0.52, atom 23 (H): 0.32, atom 24 (H): 0.48, atom 25 (H): 0.31, atom 26 (H): 0.32, atom 27 (H): 0.18, atom 28 (H): 0.33, atom 29 (C): -0.87, atom 30 (C): -1.02, atom 31 (N): 0.37, atom 32 (H): 0.31, atom 33 (C): 0.20, atom 34 (O): -0.72, atom 35 (H): 0.34, atom 36 (H): 0.35, atom 37 (H): 0.35, atom 38 (H): 0.38, atom 39 (O): -0.46, atom 40 (C): -0.27, atom 41 (C): 1.15, atom 42 (C): -0.19, atom 43 (H): 0.14, atom 44 (C): -1.23, atom 45 (H): 0.34, atom 46 (C): -0.65, atom 47 (H): 0.40, atom 48 (C): -0.37, atom 49 (C): -0.67, atom 50 (H): 0.39, atom 51 (H): 0.37, atom 52 (H): 0.39, atom 53 (Si): 0.38, atom 54 (Cl): 0.35, atom 55 (C): -1.07, atom 56 (C): -0.78, atom 57 (C): -0.93, atom 58 (H): 0.29, atom 59 (H): 0.35, atom 60 (H): 0.34, atom 61 (H): 0.31, atom 62 (H): 0.37, atom 63 (H): 0.21, atom 64 (H): 0.25, atom 65 (H): 0.41, atom 66 (H): 0.07, atom 67 (C): -1.24, atom 68 (C): 1.05, atom 69 (C): -0.96, atom 70 (O): -0.39, atom 71 (H): 0.39, atom 72 (H): 0.36, atom 73 (H): 0.22, atom 74 (H): 0.16, atom 75 (H): 0.11, atom 76 (H): 0.46

=====

Molecular formula: C10H40N20O10
Method: DFT, the ωB97M-V functional and the def2-TZVPD basis

Geometry as XYZ:
```
80
Properties=species:S:1:pos:R:3
N 2.71 -3.26 -3.84
C 1.46 -3.09 -4.10
N 1.12 -3.89 -5.03
O 0.71 -2.37 -3.47
H 3.31 -3.74 -4.50
H 3.20 -2.73 -3.13
H 1.90 -4.50 -5.24
H 0.17 -4.10 -5.28
N -1.96 -3.71 -1.56
C -2.18 -4.66 -2.47
N -3.15 -4.55 -3.36
O -1.37 -5.58 -2.51
H -2.56 -2.90 -1.53
H -1.05 -3.81 -1.12
H -3.70 -3.72 -3.48
H -3.25 -5.37 -3.95
N 2.36 1.81 2.61
C 3.26 1.52 1.72
N 2.83 1.86 0.52
O 4.29 0.92 2.01
H 2.59 1.53 3.56
H 1.51 2.25 2.31
H 3.28 1.64 -0.36
H 1.87 2.15 0.41
N -0.52 -0.94 -0.72
C -0.48 0.23 -0.21
N 0.40 0.95 -0.84
O -1.16 0.74 0.69
H -0.22 -1.29 -1.62
H -1.28 -1.46 -0.31
H 0.82 0.64 -1.70
H 0.54 1.91 -0.54
N -1.46 3.10 2.66
C -0.94 3.24 3.89
N -1.80 3.62 4.82
O 0.26 3.12 4.06
H -2.46 3.20 2.53
H -0.98 2.60 1.93
H -1.33 3.84 5.68
H -2.81 3.66 4.77
N 4.82 -0.60 -0.75
C 4.22 -0.42 -1.90
N 4.89 -0.85 -2.92
O 3.23 0.27 -2.02
H 5.73 -0.96 -0.46
H 4.24 -0.12 -0.07
H 4.62 -0.69 -3.88
H 5.60 -1.49 -2.60
N 1.08 5.81 -0.24
C 0.35 4.95 0.31
N -0.88 5.27 0.56
O 0.90 3.98 0.72
H 0.55 6.49 -0.75
H 2.09 5.76 -0.18
H -1.27 6.18 0.34
H -1.37 4.69 1.23
N -3.35 3.33 -0.42
C -4.00 3.79 0.59
N -4.65 4.88 0.25
O -4.09 3.24 1.67
H -3.27 4.04 -1.13
H -2.69 2.57 -0.32
H -5.30 5.23 0.93
H -4.51 5.36 -0.63
N 1.24 -3.34 1.55
C 2.01 -2.52 0.84
N 1.81 -2.81 -0.40
O 2.76 -1.69 1.29
H 0.76 -4.03 0.98
H 1.09 -3.23 2.54
H 2.32 -2.24 -1.07
H 1.04 -3.40 -0.68
N -3.20 -4.10 3.56
C -2.57 -3.54 2.56
N -3.25 -2.44 2.28
O -1.55 -3.98 2.03
H -3.90 -3.53 4.03
H -2.79 -4.80 4.17
H -2.61 -1.75 1.91
H -4.06 -2.15 2.79
```

Properties
Calculated total energy: -2252.7966 hartree
ΔE to the lowest compared entry with this formula, charge and spin: 6.052 eV
SMILES string: NC(N)=O.NC(N)=O.NC(N)=O.NC(N)=O.NC(N)=O.NC(N)=O.NC(N)=O.NC(N)=O.NC(N)=O.NC(N)=O
Highest occupied orbital energy: -7.820 eV
Charge: 0
LUMO energy: 0.213 eV

The computed Mulliken charges, all in e, follow: atom 1 (N): -0.35, atom 2 (C): 0.67, atom 3 (N): -0.38, atom 4 (O): -0.69, atom 5 (H): 0.18, atom 6 (H): 0.14, atom 7 (H): 0.14, atom 8 (H): 0.25, atom 9 (N): -0.07, atom 10 (C): 0.70, atom 11 (N): -0.42, atom 12 (O): -0.70, atom 13 (H): 0.12, atom 14 (H): -0.13, atom 15 (H): 0.18, atom 16 (H): 0.24, atom 17 (N): -0.19, atom 18 (C): 0.65, atom 19 (N): -0.15, atom 20 (O): -0.77, atom 21 (H): 0.14, atom 22 (H): 0.24, atom 23 (H): 0.25, atom 24 (H): -0.12, atom 25 (N): 0.19, atom 26 (C): 0.52, atom 27 (N): -0.15, atom 28 (O): -0.71, atom 29 (H): 0.08, atom 30 (H): -0.04, atom 31 (H): 0.06, atom 32 (H): 0.24, atom 33 (N): -0.04, atom 34 (C): 0.45, atom 35 (N): -0.40, atom 36 (O): -0.68, atom 37 (H): 0.29, atom 38 (H): -0.05, atom 39 (H): 0.25, atom 40 (H): 0.18, atom 41 (N): -0.23, atom 42 (C): 0.80, atom 43 (N): -0.45, atom 44 (O): -0.64, atom 45 (H): 0.18, atom 46 (H): -0.16, atom 47 (H): 0.27, atom 48 (H): 0.17, atom 49 (N): -0.47, atom 50 (C): 0.56, atom 51 (N): -0.19, atom 52 (O): -0.58, atom 53 (H): 0.15, atom 54 (H): 0.25, atom 55 (H): 0.19, atom 56 (H): 0.11, atom 57 (N): -0.28, atom 58 (C): 0.71, atom 59 (N): -0.42, atom 60 (O): -0.80, atom 61 (H): 0.18, atom 62 (H): 0.19, atom 63 (H): 0.24, atom 64 (H): 0.14, atom 65 (N): -0.35, atom 66 (C): 0.64, atom 67 (N): -0.16, atom 68 (O): -0.52, atom 69 (H): 0.15, atom 70 (H): 0.18, atom 71 (H): 0.00, atom 72 (H): -0.01, atom 73 (N): -0.45, atom 74 (C): 0.67, atom 75 (N): -0.40, atom 76 (O): -0.57, atom 77 (H): 0.12, atom 78 (H): 0.25, atom 79 (H): 0.18, atom 80 (H): 0.21

=====

Molecular formula: C35H40Cl5CuNO2S
Method: DFT, the ωB97M-V functional and the def2-TZVPD basis

Geometry as XYZ:
```
85
Properties=species:S:1:pos:R:3
Cu 7.38 13.81 13.64
C 6.64 10.64 21.35
C 5.38 10.55 20.47
C 4.38 11.61 20.90
C 4.77 9.19 20.67
C 5.82 10.79 19.00
C 6.29 12.05 18.67
C 6.95 12.14 17.48
N 7.70 13.15 16.91
C 7.63 14.55 17.20
C 8.02 15.02 18.44
C 7.89 16.36 18.77
C 7.34 17.20 17.79
C 6.94 16.75 16.53
C 7.09 15.38 16.19
O 6.68 14.88 15.09
C 6.44 17.77 15.50
C 5.04 17.46 15.01
C 7.39 17.76 14.29
C 6.44 19.22 16.00
C 8.28 16.79 20.18
C 8.14 18.31 20.40
C 7.43 16.07 21.23
C 9.75 16.43 20.41
C 7.14 11.03 16.63
O 8.05 11.37 15.65
C 6.45 9.84 16.80
C 5.81 9.76 18.06
C 6.28 8.75 15.74
C 5.87 7.42 16.38
C 7.57 8.56 14.92
C 5.20 9.20 14.75
H 6.36 10.50 22.40
H 7.12 11.63 21.23
H 7.37 9.89 21.09
H 4.09 11.41 21.94
H 3.50 11.56 20.28
H 4.78 12.62 20.84
H 4.46 9.04 21.70
H 5.41 8.34 20.45
H 3.87 9.04 20.05
H 6.23 12.88 19.34
H 8.38 14.29 19.15
H 7.23 18.22 18.04
H 4.99 16.44 14.62
H 4.75 18.17 14.21
H 4.34 17.56 15.85
H 7.44 16.76 13.84
H 8.39 18.06 14.62
H 7.04 18.49 13.53
H 5.72 19.38 16.83
H 6.14 19.90 15.19
H 7.44 19.53 16.34
H 7.10 18.67 20.31
H 8.78 18.90 19.73
H 8.48 18.52 21.43
H 6.38 16.31 21.08
H 7.70 16.37 22.24
H 7.49 14.98 21.13
H 10.35 16.94 19.65
H 9.91 15.35 20.27
H 10.08 16.70 21.41
H 5.31 8.83 18.32
H 6.57 7.12 17.17
H 5.94 6.61 15.63
H 4.86 7.41 16.77
H 8.40 8.29 15.59
H 7.86 9.43 14.36
H 7.48 7.71 14.23
H 4.22 9.38 15.23
H 5.06 8.46 13.96
H 5.47 10.15 14.27
Cl 9.21 10.96 12.39
C 8.40 12.09 11.35
C 7.58 13.08 11.90
C 6.89 13.86 10.96
Cl 5.82 15.08 11.56
C 7.04 13.78 9.59
Cl 6.15 14.78 8.50
C 7.94 12.82 9.10
Cl 8.17 12.63 7.40
C 8.60 11.98 9.99
Cl 9.75 10.87 9.35
S 9.72 13.37 15.12
C 8.50 12.63 15.94
```

Properties
Calculated total energy: -5902.6954 hartree
ΔE to the lowest compared entry with this formula, charge and spin: 0.000 eV
Highest occupied orbital energy: -4.635 eV
Charge: -1
LUMO energy: 2.199 eV

The computed Mulliken charges, all in e, follow: atom 1 (Cu): -0.57, atom 2 (C): -1.42, atom 3 (C): 2.29, atom 4 (C): -1.70, atom 5 (C): -2.33, atom 6 (C): -0.21, atom 7 (C): -1.25, atom 8 (C): 0.02, atom 9 (N): 0.93, atom 10 (C): -1.69, atom 11 (C): -0.49, atom 12 (C): -0.98, atom 13 (C): 0.55, atom 14 (C): -0.44, atom 15 (C): 1.48, atom 16 (O): -1.74, atom 17 (C): 2.40, atom 18 (C): -1.72, atom 19 (C): -1.46, atom 20 (C): -2.29, atom 21 (C): 2.18, atom 22 (C): -2.17, atom 23 (C): -1.47, atom 24 (C): -1.68, atom 25 (C): 0.84, atom 26 (O): -0.41, atom 27 (C): -0.70, atom 28 (C): 0.15, atom 29 (C): 2.25, atom 30 (C): -2.10, atom 31 (C): -1.71, atom 32 (C): -1.60, atom 33 (H): 0.43, atom 34 (H): 0.19, atom 35 (H): 0.36, atom 36 (H): 0.47, atom 37 (H): 0.41, atom 38 (H): 0.26, atom 39 (H): 0.43, atom 40 (H): 0.39, atom 41 (H): 0.43, atom 42 (H): 0.90, atom 43 (H): 0.84, atom 44 (H): 0.72, atom 45 (H): 0.31, atom 46 (H): 0.43, atom 47 (H): 0.35, atom 48 (H): 0.10, atom 49 (H): 0.32, atom 50 (H): 0.44, atom 51 (H): 0.39, atom 52 (H): 0.43, atom 53 (H): 0.42, atom 54 (H): 0.36, atom 55 (H): 0.39, atom 56 (H): 0.45, atom 57 (H): 0.37, atom 58 (H): 0.48, atom 59 (H): 0.18, atom 60 (H): 0.40, atom 61 (H): 0.29, atom 62 (H): 0.45, atom 63 (H): 0.38, atom 64 (H): 0.41, atom 65 (H): 0.44, atom 66 (H): 0.34, atom 67 (H): 0.37, atom 68 (H): 0.17, atom 69 (H): 0.51, atom 70 (H): 0.29, atom 71 (H): 0.44, atom 72 (H): 0.33, atom 73 (Cl): -0.20, atom 74 (C): 0.99, atom 75 (C): -0.96, atom 76 (C): 1.45, atom 77 (Cl): -0.22, atom 78 (C): -0.54, atom 79 (Cl): -0.20, atom 80 (C): 0.53, atom 81 (Cl): -0.22, atom 82 (C): -0.27, atom 83 (Cl): -0.22, atom 84 (S): -0.23, atom 85 (C): 0.08

=====

Molecular formula: C15H31N5O3PS
Method: DFT, the ωB97M-V functional and the def2-TZVPD basis

Geometry as XYZ:
```
56
Properties=species:S:1:pos:R:3
C 2.59 -2.23 0.24
P 2.00 -2.07 -1.46
C 3.10 -2.97 -2.58
C 3.14 -4.41 -2.20
N 2.21 -4.89 -1.49
C 0.27 -2.53 -1.66
C -0.58 -1.22 -1.70
C -2.03 -1.48 -1.28
C -2.99 -1.54 -2.48
S -3.86 -3.12 -2.74
C -3.03 -4.25 -1.71
N -2.20 -5.17 -1.99
N -1.90 -5.81 -0.82
C -2.56 -5.24 0.09
O -3.31 -4.22 -0.39
H 3.52 -2.77 0.22
H 2.78 -1.23 0.62
H 1.88 -2.74 0.87
H 2.14 -0.72 -1.80
H 4.10 -2.55 -2.47
H 2.82 -2.80 -3.62
H 4.00 -4.99 -2.53
H 2.38 -5.88 -1.31
H 0.13 -3.12 -2.56
H -0.03 -3.07 -0.78
H -0.15 -0.53 -0.99
H -0.52 -0.72 -2.66
H -2.31 -0.62 -0.68
H -2.09 -2.33 -0.62
H -3.76 -0.80 -2.34
H -2.49 -1.28 -3.40
H -2.59 -5.48 1.13
C 1.79 3.70 1.35
C 2.28 2.48 0.61
O 1.51 1.73 0.02
N 3.61 2.24 0.62
C 4.66 3.01 1.27
H 0.71 3.78 1.26
H 2.05 3.63 2.41
H 2.24 4.60 0.93
H 3.88 1.41 0.11
H 5.38 3.36 0.52
H 5.19 2.38 1.99
H 4.25 3.87 1.79
C -2.37 5.59 3.64
C -2.17 4.31 2.87
O -1.12 3.68 2.92
N -3.20 3.87 2.11
C -4.51 4.48 1.93
H -1.47 5.81 4.20
H -2.58 6.42 2.96
H -3.20 5.49 4.35
H -3.01 3.02 1.62
H -5.29 3.79 2.25
H -4.67 4.71 0.87
H -4.60 5.40 2.51
```

Properties
Calculated total energy: -1828.9461 hartree
ΔE to the lowest compared entry with this formula, charge and spin: 0.000 eV
Highest occupied orbital energy: -11.308 eV
Charge: +1
LUMO energy: -2.261 eV

The computed natural (NBO) charges, all in e, follow: atom 1 (C): -0.94, atom 2 (P): 1.33, atom 3 (C): -0.79, atom 4 (C): 0.13, atom 5 (N): -0.61, atom 6 (C): -0.72, atom 7 (C): -0.40, atom 8 (C): -0.42, atom 9 (C): -0.51, atom 10 (S): 0.28, atom 11 (C): 0.26, atom 12 (N): -0.28, atom 13 (N): -0.29, atom 14 (C): 0.29, atom 15 (O): -0.42, atom 16 (H): 0.27, atom 17 (H): 0.28, atom 18 (H): 0.28, atom 19 (H): 0.04, atom 20 (H): 0.27, atom 21 (H): 0.29, atom 22 (H): 0.19, atom 23 (H): 0.37, atom 24 (H): 0.28, atom 25 (H): 0.26, atom 26 (H): 0.23, atom 27 (H): 0.22, atom 28 (H): 0.23, atom 29 (H): 0.22, atom 30 (H): 0.24, atom 31 (H): 0.22, atom 32 (H): 0.21, atom 33 (C): -0.73, atom 34 (C): 0.69, atom 35 (O): -0.68, atom 36 (N): -0.61, atom 37 (C): -0.41, atom 38 (H): 0.27, atom 39 (H): 0.24, atom 40 (H): 0.23, atom 41 (H): 0.38, atom 42 (H): 0.20, atom 43 (H): 0.20, atom 44 (H): 0.22, atom 45 (C): -0.72, atom 46 (C): 0.68, atom 47 (O): -0.65, atom 48 (N): -0.61, atom 49 (C): -0.41, atom 50 (H): 0.25, atom 51 (H): 0.23, atom 52 (H): 0.23, atom 53 (H): 0.40, atom 54 (H): 0.20, atom 55 (H): 0.20, atom 56 (H): 0.22